# 1
Density functional theory data (the ωB97M-V functional and the def2-TZVPD basis) for C42H53N6O4PSSiTi as an isolated structure at a distorted geometry.

Geometry as XYZ:
```
109
C42H53N6O4PSSiTi the ωB97M-V functional and the def2-TZVPD basis
Ti -0.78 -0.08 0.87
C -2.43 -1.30 3.74
Si -0.67 -0.68 4.13
C -0.96 0.80 5.32
C 0.31 -2.02 4.98
N 0.28 -0.36 2.67
C 1.65 -0.34 2.97
C 2.14 0.52 3.96
C 3.09 0.10 4.84
C 3.79 -1.14 4.69
C 3.36 -1.94 3.60
C 2.56 -1.44 2.60
O 2.72 -1.82 1.28
C 3.97 -1.61 0.67
C 4.81 -0.64 1.12
C 6.14 -0.58 0.73
C 6.59 -1.52 -0.17
C 5.69 -2.46 -0.76
C 4.35 -2.43 -0.43
H -2.75 -1.73 4.69
H -2.44 -2.16 3.00
H -3.19 -0.59 3.42
H -0.02 1.27 5.61
H -1.44 0.44 6.22
H -1.70 1.49 4.89
H 0.92 -2.60 4.32
H -0.35 -2.79 5.50
H 0.91 -1.60 5.79
H 1.76 1.56 4.00
H 3.32 0.75 5.67
H 4.62 -1.48 5.27
H 3.74 -2.92 3.46
H 4.45 0.08 1.86
H 6.81 0.19 1.19
H 7.66 -1.64 -0.40
H 6.09 -3.09 -1.55
H 3.65 -3.15 -0.82
O -2.16 -3.45 1.37
S -1.77 -2.65 0.22
O -0.34 -2.18 0.19
N -2.46 -1.16 0.21
C -3.72 -0.70 0.48
C -4.94 -1.45 0.30
C -6.05 -1.02 0.99
C -6.09 0.23 1.59
C -4.91 1.06 1.65
C -4.84 2.37 2.19
C -3.69 3.12 2.12
C -2.51 2.50 1.64
N -2.53 1.22 1.18
C -3.74 0.56 1.09
C -1.85 -3.59 -1.31
C -2.73 -3.12 -2.31
C -2.99 -3.92 -3.39
C -2.28 -5.12 -3.59
C -1.27 -5.45 -2.69
C -1.05 -4.70 -1.56
H -4.88 -2.45 -0.06
H -6.94 -1.62 1.14
H -7.04 0.73 1.91
H -5.79 2.84 2.36
H -3.56 4.18 2.42
H -1.56 2.98 1.82
H -3.28 -2.21 -2.19
H -3.68 -3.65 -4.17
H -2.60 -5.73 -4.45
H -0.71 -6.35 -2.90
H -0.19 -4.91 -0.91
O -0.03 0.63 -0.67
P 0.37 1.51 -1.94
N 1.71 2.36 -1.48
C 2.18 2.34 -0.07
C 3.44 3.23 -0.04
C 3.48 4.01 -1.37
C 2.45 3.31 -2.34
N -0.91 2.49 -2.40
C -2.17 1.88 -2.85
C -3.01 3.11 -3.17
C -2.57 4.21 -2.21
C -1.16 3.81 -1.83
N 0.56 0.47 -3.17
C 0.46 0.82 -4.61
C 1.31 -0.26 -5.42
C 1.42 -1.41 -4.47
C 1.30 -0.82 -3.03
H 2.42 1.31 0.23
H 1.39 2.83 0.58
H 4.28 2.49 0.02
H 3.51 3.88 0.86
H 4.52 3.97 -1.79
H 3.21 5.08 -1.23
H 3.07 2.72 -3.03
H 1.79 4.00 -2.88
H -2.69 1.23 -2.12
H -1.97 1.25 -3.75
H -4.07 2.90 -3.04
H -2.83 3.35 -4.21
H -3.31 4.26 -1.38
H -2.67 5.19 -2.69
H -1.02 3.82 -0.75
H -0.30 4.45 -2.24
H 0.83 1.84 -4.74
H -0.55 0.78 -4.84
H 2.27 0.25 -5.67
H 0.80 -0.49 -6.36
H 2.31 -2.07 -4.51
H 0.54 -2.09 -4.68
H 2.37 -0.61 -2.68
H 0.79 -1.47 -2.30
```

Total charge: +2
Gap between HOMO and LUMO (spin up / spin down) in eV: 5.6 / 5.5
Electronic energy in Ha: -4139.82622
HOMO (spin up / spin down) in eV: -12.24 / -12.24

Results of the Löwdin charge analysis, in e, for atoms 1 through 99:
1. Ti 1.206
2. C -0.148
3. Si 0.463
4. C -0.148
5. C -0.135
6. N -0.140
7. C -0.314
8. C -0.091
9. C -0.081
10. C -0.010
11. C -0.024
12. C -0.215
13. O 0.011
14. C -0.232
15. C -0.054
16. C -0.071
17. C -0.081
18. C -0.067
19. C -0.010
20. H 0.047
21. H 0.026
22. H 0.017
23. H 0.023
24. H 0.039
25. H 0.020
26. H 0.020
27. H 0.076
28. H 0.047
29. H 0.130
30. H 0.107
31. H 0.109
32. H 0.128
33. H 0.118
34. H 0.127
35. H 0.114
36. H 0.110
37. H 0.114
38. O -0.252
39. S 0.724
40. O -0.379
41. N -0.194
42. C -0.259
43. C 0.041
44. C -0.043
45. C 0.014
46. C -0.142
47. C 0.046
48. C -0.014
49. C -0.071
50. N 0.025
51. C -0.209
52. C -0.257
53. C -0.066
54. C -0.065
55. C -0.036
56. C -0.054
57. C -0.048
58. H 0.111
59. H 0.124
60. H 0.142
61. H 0.128
62. H 0.139
63. H 0.124
64. H 0.093
65. H 0.114
66. H 0.129
67. H 0.118
68. H 0.138
69. O -0.368
70. P 0.711
71. N -0.189
72. C -0.179
73. C -0.153
74. C -0.137
75. C -0.150
76. N -0.181
77. C -0.177
78. C -0.160
79. C -0.147
80. C -0.187
81. N -0.195
82. C -0.147
83. C -0.142
84. C -0.171
85. C -0.145
86. H 0.101
87. H 0.120
88. H 0.113
89. H 0.127
90. H 0.127
91. H 0.116
92. H 0.117
93. H 0.104
94. H 0.111
95. H 0.106
96. H 0.120
97. H 0.117
98. H 0.119
99. H 0.122

=====

# 2
Density functional theory data (the ωB97M-V functional and the def2-TZVPD basis) for a 3-piece molecular cluster, C42H54BrFN2O7PS2 overall at a distorted geometry.

Geometry as XYZ:
```
110
C42H54BrFN2O7PS2 the ωB97M-V functional and the def2-TZVPD basis
C -6.88 0.24 -2.85
C -6.57 -0.67 -1.66
C -5.11 -1.11 -1.48
C -3.91 -0.16 -1.22
C -2.69 -1.11 -1.13
C -1.29 -0.50 -0.99
C -0.75 -0.43 0.46
S 0.60 -1.56 0.78
C 2.01 -0.57 0.48
S 1.94 0.98 -0.01
N 3.18 -1.35 0.67
C 3.75 -1.27 2.00
C 4.65 -2.28 2.34
C 5.29 -2.26 3.57
C 5.04 -1.23 4.48
C 4.13 -0.25 4.14
C 3.49 -0.25 2.90
C 4.14 -1.12 -0.39
C 3.96 -1.82 -1.57
C 4.86 -1.64 -2.62
C 5.93 -0.76 -2.48
C 6.10 -0.06 -1.29
C 5.21 -0.24 -0.25
C -3.72 0.80 -2.40
O -4.40 2.03 -2.22
C -3.93 2.83 -1.16
C -2.93 3.86 -1.69
F -1.72 3.23 -1.97
C -3.46 4.62 -2.90
C -3.69 6.11 -2.59
C -3.30 1.99 -0.04
P -3.13 2.84 1.64
O -2.56 1.48 2.39
Br -1.22 3.86 1.28
N -3.92 0.61 0.11
C -5.14 0.54 0.99
C -6.18 1.67 0.86
O -6.58 2.04 -0.21
C -6.64 2.26 2.14
C -6.70 3.65 2.25
C -7.11 4.23 3.44
C -7.47 3.42 4.51
C -7.43 2.04 4.41
C -7.01 1.45 3.23
H -6.75 1.29 -2.63
H -7.93 0.09 -3.14
H -6.28 -0.02 -3.72
H -7.11 -1.60 -1.84
H -7.01 -0.29 -0.75
H -4.83 -1.66 -2.38
H -5.10 -1.87 -0.69
H -2.72 -1.80 -1.98
H -2.86 -1.75 -0.25
H -0.59 -1.12 -1.55
H -1.18 0.50 -1.43
H -0.44 0.58 0.73
H -1.51 -0.73 1.19
H 4.85 -3.07 1.64
H 5.99 -3.05 3.81
H 5.54 -1.21 5.43
H 3.91 0.56 4.83
H 2.79 0.54 2.66
H 3.14 -2.51 -1.66
H 4.72 -2.18 -3.54
H 6.65 -0.63 -3.27
H 6.93 0.62 -1.17
H 5.33 0.31 0.68
H -4.18 0.33 -3.26
H -2.68 0.98 -2.64
H -4.76 3.42 -0.76
H -2.76 4.60 -0.89
H -4.41 4.20 -3.23
H -2.73 4.54 -3.70
H -4.16 6.25 -1.62
H -2.77 6.69 -2.67
H -4.40 6.52 -3.31
H -2.27 1.77 -0.33
H -3.03 1.38 3.22
H -3.21 0.13 0.67
H -5.63 -0.43 0.86
H -4.79 0.55 2.01
H -6.42 4.27 1.40
H -7.15 5.30 3.53
H -7.78 3.88 5.44
H -7.71 1.41 5.24
H -6.97 0.38 3.12
O 2.52 -7.76 3.41
C 2.35 -6.58 3.49
O 1.63 -5.89 2.57
C 1.68 -4.48 2.85
C 2.02 -4.38 4.33
C 2.88 -5.62 4.53
H 2.44 -4.03 2.22
H 0.71 -4.04 2.60
H 2.51 -3.44 4.58
H 1.11 -4.46 4.93
H 3.94 -5.42 4.31
H 2.80 -6.05 5.52
O 9.24 0.83 -3.20
C 9.80 -0.04 -3.79
O 9.39 -1.34 -3.74
C 10.31 -2.18 -4.46
C 11.02 -1.25 -5.44
C 11.04 0.06 -4.66
H 10.99 -2.63 -3.75
H 9.74 -2.96 -4.95
H 12.00 -1.61 -5.73
H 10.42 -1.13 -6.34
H 11.91 0.15 -4.00
H 10.98 0.95 -5.29
```

Total charge: +1
Gap between HOMO and LUMO in eV: 6.9
Electronic energy in Ha: -6080.41403
HOMO in eV: -10.09

Results of the Löwdin charge analysis, in e, for atoms 1 through 99:
1. C -0.085
2. C -0.225
3. C -0.134
4. C -0.303
5. C -0.110
6. C -0.215
7. C -0.537
8. S 0.979
9. C -1.055
10. S 0.784
11. N -0.109
12. C -0.260
13. C -0.033
14. C -0.074
15. C -0.085
16. C -0.074
17. C -0.031
18. C -0.282
19. C -0.024
20. C -0.070
21. C -0.069
22. C -0.050
23. C -0.025
24. C -0.096
25. O -0.059
26. C -0.277
27. C -0.312
28. F -0.017
29. C -0.161
30. C -0.085
31. C -0.344
32. P 0.637
33. O -0.368
34. Br 0.475
35. N 0.033
36. C -0.028
37. C -0.334
38. O 0.138
39. C -0.191
40. C -0.033
41. C -0.052
42. C -0.058
43. C -0.059
44. C -0.031
45. H 0.060
46. H 0.082
47. H 0.077
48. H 0.118
49. H 0.084
50. H 0.131
51. H 0.122
52. H 0.134
53. H 0.130
54. H 0.107
55. H 0.092
56. H 0.010
57. H 0.056
58. H 0.127
59. H 0.108
60. H 0.104
61. H 0.106
62. H 0.087
63. H 0.115
64. H 0.103
65. H 0.094
66. H 0.108
67. H 0.120
68. H 0.137
69. H 0.129
70. H 0.146
71. H 0.090
72. H 0.113
73. H 0.126
74. H 0.073
75. H 0.080
76. H 0.077
77. H 0.081
78. H 0.068
79. H 0.119
80. H 0.137
81. H 0.109
82. H 0.118
83. H 0.114
84. H 0.113
85. H 0.112
86. H 0.119
87. O 0.131
88. C -0.484
89. O 0.025
90. C -0.170
91. C -0.145
92. C -0.068
93. H 0.103
94. H 0.095
95. H 0.105
96. H 0.117
97. H 0.126
98. H 0.125
99. O 0.118

=====

# 3
Density functional theory data (the ωB97M-V functional and the def2-TZVPD basis) for C42H54KN4O2Si as an isolated structure at a distorted geometry.

Geometry as XYZ:
```
104
C42H54KN4O2Si the ωB97M-V functional and the def2-TZVPD basis
K -0.22 -0.44 -1.56
C -0.72 1.55 0.35
Si -2.18 2.50 0.08
C -2.43 2.84 -1.78
N -2.01 1.66 -2.55
C -3.07 0.68 -2.84
C -3.33 0.51 -4.34
C -3.33 1.87 -5.04
C -1.96 2.58 -4.89
C -1.19 1.94 -3.72
C -2.31 4.20 0.97
C -2.55 4.26 2.35
C -2.53 5.46 3.05
C -2.26 6.66 2.39
C -2.01 6.64 1.02
C -2.04 5.43 0.33
C -3.71 1.57 0.73
C -4.94 2.21 1.00
C -6.04 1.49 1.47
C -5.95 0.12 1.68
C -4.75 -0.54 1.42
C -3.65 0.18 0.94
H -0.62 1.17 1.38
H 0.21 2.10 0.07
H -1.79 3.69 -2.06
H -3.47 3.14 -2.03
H -3.99 0.99 -2.34
H -2.80 -0.31 -2.43
H -4.29 -0.01 -4.48
H -2.55 -0.14 -4.78
H -4.12 2.50 -4.59
H -3.59 1.76 -6.10
H -2.10 3.65 -4.71
H -1.36 2.48 -5.80
H -0.36 2.59 -3.42
H -0.75 1.00 -4.06
H -2.75 3.33 2.89
H -2.72 5.47 4.12
H -2.25 7.60 2.94
H -1.80 7.56 0.50
H -1.83 5.44 -0.74
H -5.03 3.28 0.85
H -6.97 2.01 1.67
H -6.80 -0.44 2.05
H -4.67 -1.61 1.58
H -2.71 -0.33 0.75
C 5.19 -2.98 -0.19
C 4.13 -4.00 -0.56
C 4.42 -5.08 -1.38
C 3.45 -5.99 -1.74
C 2.15 -5.82 -1.28
C 1.81 -4.75 -0.45
C 0.37 -4.53 0.00
C 2.83 -3.86 -0.08
N 2.50 -2.71 0.69
C 2.77 -2.73 1.92
C 3.41 -3.88 2.64
C 2.39 -1.50 2.77
C 2.79 -1.51 4.23
N 1.79 -0.55 2.24
C 1.42 0.57 3.04
C 2.13 1.76 2.87
C 3.26 1.81 1.87
C 1.74 2.87 3.61
C 0.66 2.81 4.48
C -0.05 1.62 4.61
C 0.32 0.48 3.89
C -0.47 -0.80 3.99
H 6.03 -3.03 -0.89
H 5.58 -3.15 0.82
H 4.79 -1.97 -0.22
H 5.43 -5.19 -1.77
H 3.69 -6.83 -2.39
H 1.37 -6.52 -1.58
H -0.24 -5.40 -0.26
H -0.05 -3.65 -0.51
H 0.29 -4.35 1.07
H 3.58 -4.72 1.96
H 2.79 -4.22 3.47
H 4.38 -3.58 3.07
H 3.87 -1.63 4.33
H 2.33 -2.35 4.75
H 2.49 -0.59 4.71
H 4.13 1.25 2.22
H 3.57 2.85 1.69
H 2.95 1.37 0.92
H 2.26 3.81 3.46
H 0.35 3.69 5.02
H -0.92 1.57 5.26
H -1.46 -0.61 4.43
H 0.03 -1.55 4.62
H -0.62 -1.25 3.00
N 3.75 -1.72 -3.18
C 3.07 -2.73 -4.03
C 1.76 -2.25 -4.64
C 0.71 -1.85 -3.61
O -0.26 -1.13 -4.01
O 0.87 -2.25 -2.42
H 3.74 -0.82 -3.64
H 3.19 -1.62 -2.34
H 2.86 -3.59 -3.40
H 3.75 -3.05 -4.81
H 1.32 -3.06 -5.25
H 1.92 -1.40 -5.31
```

Total charge: -1
Gap between HOMO and LUMO in eV: 5.5
Electronic energy in Ha: -2891.84876
HOMO in eV: -3.21

Results of the Löwdin charge analysis, in e, for atoms 1 through 99:
1. K 0.820
2. C -0.329
3. Si 0.505
4. C -0.229
5. N -0.246
6. C -0.196
7. C -0.181
8. C -0.186
9. C -0.168
10. C -0.221
11. C -0.228
12. C -0.110
13. C -0.110
14. C -0.125
15. C -0.114
16. C -0.103
17. C -0.232
18. C -0.103
19. C -0.108
20. C -0.119
21. C -0.104
22. C -0.098
23. H -0.049
24. H -0.038
25. H 0.070
26. H 0.084
27. H 0.113
28. H 0.093
29. H 0.106
30. H 0.102
31. H 0.101
32. H 0.095
33. H 0.094
34. H 0.102
35. H 0.119
36. H 0.082
37. H 0.101
38. H 0.090
39. H 0.087
40. H 0.089
41. H 0.083
42. H 0.099
43. H 0.090
44. H 0.088
45. H 0.091
46. H 0.082
47. C -0.041
48. C -0.229
49. C -0.065
50. C -0.103
51. C -0.056
52. C -0.201
53. C -0.027
54. C -0.225
55. N 0.187
56. C -0.251
57. C -0.020
58. C -0.261
59. C -0.022
60. N 0.188
61. C -0.243
62. C -0.216
63. C -0.037
64. C -0.048
65. C -0.087
66. C -0.053
67. C -0.238
68. C -0.029
69. H 0.074
70. H 0.072
71. H 0.075
72. H 0.107
73. H 0.095
74. H 0.105
75. H 0.073
76. H 0.071
77. H 0.072
78. H 0.079
79. H 0.084
80. H 0.084
81. H 0.086
82. H 0.080
83. H 0.080
84. H 0.076
85. H 0.073
86. H 0.079
87. H 0.107
88. H 0.096
89. H 0.108
90. H 0.077
91. H 0.069
92. H 0.082
93. N 0.014
94. C -0.277
95. C -0.119
96. C -0.702
97. O -0.131
98. O -0.216
99. H 0.057

=====

# 4
Density functional theory data (the ωB97M-V functional and the def2-TZVPD basis) for C42H54N10O2SbSi3Sr as an isolated structure.

Geometry as XYZ:
```
113
C42H54N10O2SbSi3Sr the ωB97M-V functional and the def2-TZVPD basis
Sr -0.25 0.26 -0.12
O 2.54 -3.19 -0.85
C 2.29 -1.98 -0.72
N 1.50 -1.20 -1.45
C 1.13 -1.63 -2.74
C 1.92 -2.51 -3.50
C 1.62 -2.82 -4.81
C 0.51 -2.25 -5.42
C -0.28 -1.38 -4.69
C 0.01 -1.06 -3.36
N -0.75 -0.08 -2.67
C -2.04 -0.06 -2.87
O -2.79 -0.89 -3.45
C -2.74 1.18 -2.34
C -3.99 1.50 -2.86
C -4.60 2.68 -2.45
C -3.96 3.48 -1.52
C -2.74 3.05 -1.03
N -2.12 1.94 -1.44
C 3.01 -1.28 0.42
C 3.92 -2.04 1.16
C 4.73 -1.42 2.09
C 4.61 -0.05 2.25
C 3.65 0.61 1.51
N 2.84 0.03 0.63
H 2.79 -2.96 -3.03
H 2.26 -3.50 -5.36
H 0.26 -2.47 -6.45
H -1.15 -0.93 -5.15
H -4.44 0.83 -3.57
H -5.57 2.96 -2.85
H -4.39 4.40 -1.16
H -2.24 3.62 -0.26
H 3.97 -3.10 0.94
H 5.44 -2.00 2.67
H 5.23 0.49 2.95
H 3.52 1.68 1.65
C 1.77 1.03 4.09
Sb -0.33 1.39 4.31
C -0.64 2.04 2.29
C -2.10 2.08 2.09
C -2.96 3.05 2.66
C -4.31 3.03 2.40
C -4.83 2.03 1.58
C -3.94 1.10 1.07
N -2.64 1.11 1.31
Si 0.25 3.65 2.14
C 0.60 4.61 3.75
C 1.95 3.56 1.30
C -0.63 4.98 1.10
C -1.07 -0.74 4.62
C -1.15 -1.67 3.44
C -2.11 -2.68 3.37
C -2.03 -3.67 2.41
C -0.99 -3.63 1.51
C -0.12 -2.56 1.59
N -0.19 -1.59 2.49
Si 0.22 -1.59 5.75
C 1.73 -2.19 4.80
C -0.39 -3.20 6.52
C 0.71 -0.49 7.20
Si -2.74 -0.49 5.53
C -2.71 0.97 6.72
C -3.36 -1.89 6.65
C -4.12 -0.17 4.31
H 1.91 0.30 3.30
H 2.23 1.97 3.80
H 2.23 0.68 5.01
H -2.54 3.80 3.32
H -4.96 3.77 2.84
H -5.88 1.98 1.34
H -4.30 0.30 0.43
H 1.16 4.04 4.50
H -0.33 4.94 4.21
H 1.19 5.50 3.51
H 2.75 3.48 2.03
H 2.11 4.50 0.75
H 2.04 2.74 0.58
H -1.67 5.16 1.36
H -0.55 4.80 0.03
H -0.08 5.91 1.30
H -2.90 -2.72 4.10
H -2.78 -4.46 2.37
H -0.85 -4.38 0.73
H 0.69 -2.50 0.87
H 1.46 -3.08 4.23
H 2.47 -2.50 5.54
H 2.19 -1.48 4.12
H -0.92 -3.82 5.79
H -1.02 -3.08 7.40
H 0.50 -3.76 6.82
H 0.95 0.54 6.92
H 1.59 -0.92 7.68
H -0.09 -0.46 7.94
H -1.80 1.04 7.31
H -3.55 0.84 7.41
H -2.84 1.92 6.20
H -2.87 -1.87 7.62
H -3.27 -2.91 6.26
H -4.42 -1.68 6.81
H -3.76 0.39 3.44
H -4.90 0.42 4.79
H -4.57 -1.09 3.93
N -6.25 -3.47 -0.95
C -5.09 -2.75 -1.10
N -4.74 -2.41 -2.33
N -4.43 -2.49 0.01
C -3.22 -1.97 -0.07
N -2.15 -1.51 -0.06
H -6.99 -3.31 -1.61
H -6.53 -3.58 0.01
H -5.27 -2.78 -3.10
H -3.94 -1.79 -2.61
```

Total charge: -1
Gap between HOMO and LUMO in eV: 6.3
Electronic energy in Ha: -3470.64843
HOMO in eV: -4.11

Results of the Löwdin charge analysis, in e, for atoms 1 through 99:
1. Sr 1.323
2. O -0.027
3. C -0.558
4. N -0.004
5. C -0.215
6. C -0.035
7. C -0.121
8. C -0.124
9. C -0.047
10. C -0.219
11. N 0.015
12. C -0.529
13. O -0.087
14. C -0.200
15. C -0.009
16. C -0.068
17. C -0.065
18. C -0.141
19. N 0.075
20. C -0.205
21. C -0.009
22. C -0.070
23. C -0.075
24. C -0.169
25. N 0.113
26. H 0.094
27. H 0.087
28. H 0.084
29. H 0.100
30. H 0.109
31. H 0.101
32. H 0.103
33. H 0.073
34. H 0.111
35. H 0.102
36. H 0.101
37. H 0.064
38. C -0.328
39. Sb 1.416
40. C -0.547
41. C -0.516
42. C -0.077
43. C -0.080
44. C -0.092
45. C -0.180
46. N 0.040
47. Si 0.360
48. C -0.231
49. C -0.188
50. C -0.189
51. C -0.534
52. C -0.398
53. C -0.053
54. C -0.074
55. C -0.078
56. C -0.180
57. N 0.101
58. Si 0.441
59. C -0.169
60. C -0.176
61. C -0.191
62. Si 0.418
63. C -0.225
64. C -0.192
65. C -0.156
66. H -0.023
67. H -0.010
68. H 0.001
69. H 0.100
70. H 0.102
71. H 0.098
72. H 0.094
73. H -0.003
74. H 0.020
75. H 0.023
76. H 0.014
77. H 0.030
78. H 0.012
79. H 0.018
80. H 0.021
81. H 0.028
82. H 0.075
83. H 0.107
84. H 0.113
85. H 0.079
86. H 0.039
87. H 0.037
88. H -0.003
89. H 0.030
90. H 0.011
91. H 0.031
92. H 0.000
93. H 0.032
94. H 0.022
95. H 0.008
96. H 0.029
97. H 0.006
98. H 0.022
99. H 0.018

=====

The records above yield energy above the lowest of the compared OMol25 structures with the same formula, charge and spin values of 26.0, 0.0, 19.8, 0.0 kcal per mole, respectively.